Here is C16H10N3O3Sr as an isolated structure from the Open Molecules 2025 dataset. Energies are from ωB97M-V/def2-TZVPD.

Properties
2S+1 = 1
LUMO energy (alpha / beta) = 2.11 / 2.11 eV
HOMO level (alpha / beta) = -0.0857 / -0.0854 Ha
Charge = -1

Each line ends with the Mulliken charge.
Cartesian coordinates (Å):
Sr1 0.008 -0.062 -1.731  1.473
O1 -1.115 -0.100 4.704  -0.750
C1 0.007 -0.085 4.176  0.377
O2 1.125 -0.100 4.710  -0.750
C2 0.010 -0.067 2.639  -1.109
C3 -1.214 -0.063 1.958  0.131
C4 -1.211 -0.062 0.564  -0.199
N1 0.010 -0.062 0.051  -0.979
C5 1.230 -0.062 0.566  -0.223
C6 1.232 -0.063 1.962  0.125
C7 2.433 -0.063 -0.391  1.126
C8 3.681 -0.057 0.219  -0.623
C9 4.830 -0.057 -0.537  -0.364
C10 4.731 -0.064 -1.911  -0.657
C11 3.461 -0.073 -2.458  -0.206
N2 2.342 -0.071 -1.758  -0.360
C12 -2.429 -0.062 -0.387  1.118
C13 -3.665 -0.057 0.245  -0.601
C14 -4.829 -0.056 -0.488  -0.390
C15 -4.756 -0.064 -1.862  -0.649
C16 -3.496 -0.073 -2.432  -0.225
N3 -2.366 -0.071 -1.753  -0.338
H1 -2.111 -0.065 2.560  0.608
H2 2.129 -0.065 2.565  0.597
H3 3.762 -0.050 1.295  0.301
H4 5.796 -0.049 -0.051  0.431
H5 5.607 -0.061 -2.543  0.366
H6 3.320 -0.074 -3.533  0.452
H7 -3.727 -0.050 1.322  0.302
H8 -5.786 -0.049 0.017  0.431
H9 -5.644 -0.062 -2.477  0.369
H10 -3.374 -0.075 -3.509  0.455
O3 0.008 2.097 -1.731  -1.239



Here is C16H11AuBrN3S as an isolated structure from the Open Molecules 2025 dataset. Energies are from ωB97M-V/def2-TZVPD.

Properties
2S+1 = 1
Energy relative to the best compared isomer or geometry (same formula, charge and spin) = 1.315 eV
LUMO energy = -0.55 eV
HOMO level = -0.2923 Ha

Each line ends with the natural charge from an NBO analysis.
Cartesian coordinates (Å):
Au1 11.496 9.903 1.697  0.405
N1 7.265 9.654 1.666  -0.527
C1 7.568 8.245 1.629  0.119
C2 6.741 7.078 1.666  -0.237
C3 7.435 5.856 1.642  -0.203
C4 8.835 5.793 1.559  -0.214
C5 9.621 6.963 1.549  -0.185
C6 8.954 8.174 1.663  0.091
N2 9.522 9.520 1.713  -0.521
C7 8.441 10.347 1.684  0.428
C8 8.444 11.843 1.594  0.046
C9 7.333 12.664 1.585  -0.409
S1 7.807 14.353 1.724  0.443
C10 9.428 13.813 1.631  -0.126
N3 9.655 12.528 1.581  -0.381
H1 6.388 10.110 1.752  0.421
H2 5.669 7.124 1.648  0.226
H3 6.907 4.862 1.684  0.225
H4 9.274 4.781 1.562  0.226
H5 10.671 6.963 1.617  0.239
H6 6.258 12.420 1.634  0.239
H7 10.222 14.510 1.586  0.225
Br1 17.951 12.185 1.580  -0.009
C11 16.033 11.559 1.602  -0.032
C12 14.923 12.309 1.839  -0.264
C13 13.593 11.769 1.832  -0.221
C14 13.327 10.529 1.565  -0.337
C15 14.407 9.757 1.472  -0.238
C16 15.681 10.255 1.454  -0.255
H8 14.851 13.364 1.883  0.212
H9 12.770 12.633 1.611  0.191
H10 14.143 8.709 1.615  0.211
H11 16.532 9.445 1.543  0.212



Here is C16H11FIrN3O11S as an isolated structure from the Open Molecules 2025 dataset. Energies are from ωB97M-V/def2-TZVPD.

Properties
2S+1 = 2
Energy relative to the best compared isomer or geometry (same formula, charge and spin) = 0.000 eV
LUMO energy (alpha / beta) = 1.45 / 0.74 eV
HOMO level (alpha / beta) = -0.2375 / -0.2423 Ha
Charge = -1

Each line ends with the natural charge from an NBO analysis.
Cartesian coordinates (Å):
Ir1 -1.389 1.118 0.967  1.691
C1 0.089 -0.028 -5.479  -0.629
C2 -0.397 -0.571 -4.163  0.003
C3 0.473 -0.700 -3.087  -0.205
C4 0.023 -1.136 -1.851  -0.172
C5 -1.314 -1.460 -1.701  -0.304
C6 -2.202 -1.362 -2.766  -0.206
C7 -1.735 -0.927 -3.994  -0.215
S1 -1.980 -1.781 -0.106  2.316
O1 -0.952 -2.185 0.800  -0.917
O2 -3.176 -2.555 -0.272  -0.939
N1 -2.505 -0.274 0.398  -0.687
C8 -3.855 0.214 0.074  -0.371
C9 -4.204 1.159 1.214  0.780
O3 -5.298 1.198 1.733  -0.611
O4 -3.175 1.935 1.479  -0.691
H1 1.154 -0.211 -5.611  0.217
H2 -0.070 1.051 -5.522  0.225
H3 -0.449 -0.476 -6.315  0.211
H4 1.518 -0.434 -3.199  0.226
H5 0.702 -1.222 -1.011  0.262
H6 -3.239 -1.631 -2.624  0.235
H7 -2.419 -0.849 -4.830  0.206
H8 -4.584 -0.572 -0.074  0.247
H9 -3.820 0.913 -0.774  0.222
O5 -0.542 -0.525 4.506  -0.570
C10 -0.291 0.117 3.517  0.786
O6 -1.217 0.825 2.881  -0.704
C11 1.126 0.286 3.015  -0.263
C12 2.133 0.261 3.955  -0.094
C13 3.449 0.468 3.564  -0.061
C14 3.774 0.673 2.237  -0.121
C15 2.773 0.645 1.289  -0.097
C16 1.406 0.466 1.629  0.489
O7 0.498 0.435 0.724  -0.705
N2 3.212 0.833 -0.097  0.538
O8 2.525 0.376 -0.991  -0.372
O9 4.267 1.425 -0.275  -0.404
N3 4.511 0.464 4.562  0.538
O10 5.659 0.597 4.172  -0.400
O11 4.191 0.329 5.729  -0.390
H10 1.884 0.081 4.990  0.266
H11 4.796 0.844 1.936  0.272
F1 -1.350 2.187 -0.627  -0.606



Here is C16H12AsN3O6S2Tc as an isolated structure from the Open Molecules 2025 dataset. Energies are from ωB97M-V/def2-TZVPD.

Properties
2S+1 = 4
LUMO energy (alpha / beta) = -7.42 / -10.28 eV
HOMO level (alpha / beta) = -0.5579 / -0.5543 Ha
Charge = +2

Each line ends with the natural charge from an NBO analysis.
Cartesian coordinates (Å):
Tc1 -0.184 1.623 -0.056  1.314
N1 -1.190 -0.074 -3.802  -0.499
C1 -0.296 -1.099 -3.519  0.197
C2 0.003 -2.272 -4.139  -0.209
C3 0.971 -3.086 -3.489  0.031
C4 1.602 -2.726 -2.274  -0.223
C5 1.308 -1.546 -1.653  -0.062
C6 0.336 -0.713 -2.287  0.252
N2 -0.154 0.466 -1.896  -0.462
C7 -1.097 0.822 -2.806  0.497
C8 -1.892 1.989 -2.538  0.013
C9 -2.848 2.625 -3.280  -0.342
S1 -3.494 3.922 -2.395  0.653
C10 -2.499 3.532 -1.065  -0.072
N3 -1.702 2.522 -1.271  -0.442
H1 -1.837 -0.046 -4.577  0.460
H2 -0.455 -2.591 -5.065  0.265
H3 1.234 -4.028 -3.953  0.255
H4 2.322 -3.404 -1.839  0.268
H5 1.769 -1.237 -0.727  0.270
H6 -3.179 2.416 -4.285  0.282
H7 -2.524 4.083 -0.136  0.281
O1 -2.165 -1.194 2.623  -0.984
As1 -0.844 -0.905 1.554  2.408
O2 -0.421 -2.097 0.539  -1.118
O3 -1.465 0.431 0.598  -0.913
C11 0.535 -0.401 2.828  -0.451
C12 0.764 -1.504 3.640  -0.166
C13 1.658 -1.449 4.707  -0.155
C14 2.332 -0.277 4.978  -0.159
C15 2.139 0.833 4.161  -0.182
C16 1.254 0.777 3.098  -0.268
S2 1.293 2.215 2.062  2.353
O4 2.158 3.190 2.598  -0.836
O5 -0.109 2.676 1.744  -0.892
O6 1.696 1.635 0.687  -0.896
H8 -2.769 -1.880 2.307  0.522
H9 0.232 -2.431 3.457  0.244
H10 1.808 -2.326 5.321  0.249
H11 3.021 -0.215 5.808  0.251
H12 2.688 1.746 4.342  0.268



Here is C16H12CeF6IN3O10S3 as an isolated structure from the Open Molecules 2025 dataset. Energies are from ωB97M-V/def2-TZVPD.

Properties
2S+1 = 1
Energy relative to the best compared isomer or geometry (same formula, charge and spin) = 0.215 eV
LUMO energy (alpha / beta) = -2.96 / -2.96 eV
HOMO level (alpha / beta) = -0.3151 / -0.3151 Ha

Each line ends with the Mulliken charge.
Cartesian coordinates (Å):
Ce1 1.626 1.276 -0.484  1.248
C1 3.685 -3.096 -0.853  -1.042
C2 2.222 -3.261 -0.639  0.797
N1 1.872 -4.545 -0.382  -0.587
C3 0.578 -4.809 -0.355  -0.765
C4 -0.483 -3.892 -0.572  0.184
C5 -1.874 -4.475 -0.797  -0.782
O1 -2.482 -3.842 -1.905  -0.512
C6 -0.122 -2.504 -0.735  0.331
C7 -1.173 -1.543 -0.771  -0.636
N2 -0.948 -0.257 -0.947  0.238
C8 -1.956 0.638 -0.937  1.022
C9 -3.222 0.289 -0.311  -0.439
C10 -4.309 1.176 -0.463  -0.928
C11 -4.081 2.463 -1.027  -0.669
C12 -2.839 2.801 -1.543  -0.385
C13 -1.861 1.835 -1.646  -0.433
I1 -0.414 2.057 -3.272  0.111
C14 1.278 -2.191 -0.751  0.189
O2 1.758 -0.978 -0.780  -0.539
H1 4.132 -4.033 -0.551  0.386
H2 4.194 -2.271 -0.190  0.164
H3 4.063 -2.746 -1.807  0.284
H4 0.353 -5.850 -0.181  0.363
H5 -2.458 -4.358 0.163  0.255
H6 -1.597 -5.535 -0.953  0.392
H7 -3.216 -4.318 -2.271  0.311
H8 -2.171 -1.939 -0.774  0.791
H9 -3.266 -0.556 0.327  0.559
H10 -5.303 0.923 -0.140  0.397
H11 -4.820 3.241 -0.970  0.432
H12 -2.562 3.825 -1.888  0.398
F1 0.911 -0.627 4.434  -0.212
C15 1.296 0.155 3.374  0.609
F2 2.316 0.893 3.784  -0.219
F3 1.777 -0.650 2.408  -0.136
S1 -0.162 1.281 2.674  0.907
O3 -1.077 0.312 2.093  -0.506
O4 -0.589 2.048 3.805  -0.616
N3 0.379 2.175 1.313  -0.153
S2 0.874 3.780 1.218  1.057
O5 1.194 3.777 -0.216  -0.562
O6 1.682 4.076 2.378  -0.572
C16 -0.833 4.810 1.202  0.669
F4 -1.935 4.064 1.101  -0.164
F5 -0.773 5.572 0.137  -0.217
F6 -0.888 5.631 2.227  -0.206
O7 3.409 2.185 0.480  -0.332
S3 4.348 1.888 -0.693  1.111
O8 4.992 0.580 -0.462  -0.590
O9 5.213 3.018 -1.064  -0.584
O10 3.262 1.506 -1.789  -0.419



Here is C16H12Cl16I4N3O as an isolated structure from the Open Molecules 2025 dataset. Energies are from ωB97M-V/def2-TZVPD.

Properties
2S+1 = 1
LUMO energy = -4.38 eV
HOMO level = -0.4161 Ha
Charge = +1

Each line ends with the natural charge from an NBO analysis.
Cartesian coordinates (Å):
C1 -0.701 0.881 -3.248  -0.689
C2 -1.117 2.065 -2.301  -0.100
I1 -1.971 3.852 -3.210  0.232
C3 -0.910 1.988 -0.945  -0.256
I2 -1.485 3.710 0.273  0.210
C4 -0.267 0.807 -0.181  -0.121
C5 1.033 1.101 0.539  0.313
N1 1.662 2.409 0.515  -0.805
C6 1.702 0.036 1.331  -0.292
C7 1.044 -1.306 1.395  0.321
C8 1.769 -2.405 2.280  -0.411
I3 3.883 -2.486 1.673  0.194
C9 1.780 -1.862 3.777  -0.300
C10 2.081 -2.980 4.852  -0.673
I4 -0.243 -1.064 4.174  0.104
N2 -0.131 -1.526 0.711  -0.514
C11 -0.793 -0.550 -0.047  0.534
O1 -1.990 -0.925 -0.653  -0.432
C12 -1.772 -2.039 -1.464  0.468
N3 -1.488 -2.598 -2.412  -0.266
H1 0.418 0.823 -3.361  0.239
H2 -1.173 -0.096 -2.976  0.229
H3 -1.097 1.143 -4.273  0.255
H4 2.155 2.453 1.419  0.382
H5 2.437 2.378 -0.166  0.402
H6 2.672 0.208 1.869  0.270
H7 1.309 -3.421 2.175  0.259
H8 2.475 -0.999 3.925  0.235
H9 3.171 -3.023 5.135  0.245
H10 1.538 -2.675 5.788  0.251
H11 1.698 -3.989 4.553  0.226
H12 -0.547 -2.461 0.778  0.454
C13 -5.408 0.423 -4.309  -0.217
Cl1 -4.083 1.005 -5.334  0.053
Cl2 -4.747 -0.357 -2.866  0.033
Cl3 -6.416 1.796 -3.821  0.068
Cl4 -6.390 -0.740 -5.214  0.072
C14 6.553 -2.620 -2.069  -0.219
Cl5 7.889 -1.745 -2.833  0.076
Cl6 6.903 -2.840 -0.342  0.043
Cl7 5.053 -1.689 -2.253  0.037
Cl8 6.364 -4.203 -2.838  0.074
C15 -5.268 5.215 -6.339  -0.218
Cl9 -4.750 3.569 -6.711  0.059
Cl10 -4.114 6.030 -5.250  0.038
Cl11 -5.386 6.153 -7.838  0.066
Cl12 -6.859 5.142 -5.559  0.058
C16 0.703 -0.518 8.332  -0.219
Cl13 1.888 0.232 7.241  0.036
Cl14 1.522 -1.073 9.800  0.076
Cl15 -0.539 0.670 8.760  0.073
Cl16 -0.057 -1.900 7.518  0.049